Record 1
19
Properties=species:S:1:pos:R:3:forces:R:3 method="wB97M-V/def2-TZVPD" largest_force_ev_per_a=2.95 total_energy_ev=-11852.7173 multiplicity=1 homo_lumo_gap_ev=9.73
C -1.199 -1.161 -0.321 -0.05 0.58 2.48
C -0.353 -2.391 -0.551 0.07 0.33 0.00
N 1.069 0.256 -0.407 -0.06 -0.15 -0.08
O 1.921 1.296 -0.883 -0.26 0.33 0.07
H 1.425 1.653 -1.639 0.23 -0.31 0.25
H 1.680 -0.368 0.117 0.06 0.31 0.00
H -2.162 -1.411 0.120 -0.06 -0.22 -0.27
H -1.363 -0.569 -1.220 0.40 0.38 0.37
H 0.551 -2.144 -1.101 0.00 -0.02 0.01
H -0.928 -3.108 -1.140 -0.05 -0.03 0.02
H -0.081 -2.853 0.394 -0.05 -0.07 0.06
C 0.036 0.792 0.527 1.38 0.51 -0.71
N 0.582 1.446 1.701 -0.23 -0.12 0.24
N -0.722 1.733 -0.283 -0.41 -0.11 -0.22
O -0.669 -0.306 0.935 -1.06 -1.28 -2.43
H 0.755 0.761 2.426 0.11 -0.04 -0.02
H -1.670 1.789 0.071 0.08 0.04 0.14
H 1.446 1.925 1.470 -0.07 -0.07 -0.05
H -0.319 2.659 -0.216 -0.01 -0.05 0.15

=====

Record 2
70
Properties=species:S:1:pos:R:3:forces:R:3 method="wB97M-V/def2-TZVPD" largest_force_ev_per_a=0.68 total_energy_ev=-263440.0097 multiplicity=4 total_charge=+1 homo_lumo_gap_ev="6.97 / 7.08"
Cr -0.062 -0.445 -0.444 -0.48 -0.16 -0.45
O -2.962 2.309 -0.466 0.10 -0.08 0.02
C -2.135 1.461 -0.180 -0.21 0.03 0.23
N -0.860 1.330 -0.603 0.20 -0.05 0.03
C -0.256 2.179 -1.562 -0.07 -0.03 0.12
C -0.754 3.386 -2.021 0.07 0.13 -0.15
C -0.020 4.092 -2.973 -0.03 -0.08 0.06
C 1.182 3.603 -3.455 0.05 0.00 -0.01
C 1.690 2.389 -2.997 -0.05 0.13 -0.09
C 0.964 1.688 -2.055 0.05 -0.03 0.08
N 1.340 0.456 -1.469 -0.24 -0.25 -0.02
C 2.623 0.193 -1.142 0.47 -0.01 0.32
O 3.652 0.541 -1.690 -0.24 -0.05 0.04
C 2.697 -0.514 0.207 0.03 0.02 -0.04
C 3.910 -0.790 0.810 -0.15 -0.03 0.02
C 3.906 -1.288 2.103 0.01 0.00 -0.01
C 2.697 -1.485 2.757 -0.10 0.03 -0.07
C 1.520 -1.189 2.090 0.16 -0.07 0.07
N 1.528 -0.723 0.840 -0.18 0.34 -0.24
C -2.518 0.348 0.784 -0.07 0.07 -0.03
C -3.685 0.422 1.523 0.03 -0.03 -0.05
C -3.977 -0.606 2.403 0.05 0.01 -0.02
C -3.109 -1.686 2.501 0.07 0.02 -0.07
C -1.980 -1.702 1.705 -0.13 -0.02 0.09
N -1.688 -0.701 0.873 0.32 0.11 -0.08
H -1.690 3.764 -1.645 0.00 0.01 0.00
H -0.398 5.038 -3.333 -0.03 0.07 -0.03
H 1.739 4.165 -4.190 0.01 0.03 -0.03
H 2.629 1.998 -3.359 0.00 0.00 0.00
H 4.813 -0.584 0.255 0.05 0.01 0.00
H 4.838 -1.507 2.605 0.03 -0.01 0.03
H 2.656 -1.849 3.772 0.02 -0.02 0.03
H 0.553 -1.315 2.561 0.05 0.02 -0.02
H -4.325 1.282 1.385 0.00 0.01 0.02
H -4.871 -0.568 3.008 -0.06 -0.01 0.03
H -3.307 -2.510 3.169 -0.02 -0.03 0.03
H -1.298 -2.544 1.714 0.00 -0.01 -0.01
O -4.353 0.430 -5.215 0.14 0.03 0.03
C -3.446 0.014 -4.321 -0.03 0.09 -0.16
C -2.105 0.399 -4.346 -0.05 -0.15 0.15
C -1.277 -0.083 -3.359 -0.04 0.11 -0.18
N -1.679 -0.884 -2.356 0.41 0.25 0.19
C -2.944 -1.279 -2.404 -0.26 -0.21 -0.02
Br -3.503 -2.602 -1.165 -0.01 0.07 0.01
C -3.872 -0.877 -3.342 0.19 0.03 0.11
H -3.955 1.054 -5.836 -0.07 -0.04 0.01
H -1.711 1.060 -5.104 0.00 0.03 -0.05
H -0.232 0.192 -3.367 -0.04 -0.03 0.00
H -4.886 -1.242 -3.330 -0.05 -0.01 0.01
C 1.067 -6.443 -1.837 -0.07 0.07 -0.06
Ge 2.214 -5.549 -0.544 -0.05 -0.07 0.00
C 4.083 -5.947 -0.877 0.10 0.04 -0.04
C 1.665 -6.003 1.265 -0.06 0.06 0.06
C 2.034 -3.574 -0.634 0.08 0.10 0.01
Se 0.246 -2.946 -1.062 0.07 -0.30 0.09
C 0.453 -3.029 -2.989 -0.03 0.09 0.03
H 0.946 -7.484 -1.543 0.01 -0.08 0.02
H 1.505 -6.430 -2.833 0.00 0.02 -0.07
H 0.073 -5.996 -1.878 0.00 0.00 0.00
H 4.285 -7.008 -0.747 -0.01 -0.08 0.01
H 4.729 -5.393 -0.198 0.03 0.02 0.03
H 4.344 -5.673 -1.899 0.04 0.00 -0.03
H 1.615 -7.079 1.414 0.02 -0.07 -0.02
H 0.674 -5.593 1.462 -0.06 0.01 0.04
H 2.362 -5.589 1.993 0.03 0.02 0.05
H 2.732 -3.108 -1.333 -0.04 0.01 0.01
H 2.259 -3.195 0.364 0.04 -0.01 0.01
H 0.966 -3.961 -3.202 0.00 -0.06 -0.05
H 1.037 -2.179 -3.334 -0.01 -0.01 0.01
H -0.536 -3.030 -3.436 0.04 -0.01 -0.01

=====

Record 3
10
Properties=species:S:1:pos:R:3:forces:R:3 method="wB97M-V/def2-TZVPD" largest_force_ev_per_a=3.25 total_energy_ev=-17571.4982 multiplicity=1 total_charge=-1 homo_lumo_gap_ev=7.01
C -0.157 -0.803 -0.047 1.61 -2.08 -1.34
C 1.308 -0.365 0.400 -1.29 0.52 2.94
O -2.835 0.390 -0.275 -1.09 -0.98 -0.91
O -0.238 -1.918 -0.577 -0.29 1.23 0.63
O -0.627 1.579 -0.491 0.55 0.79 1.77
P -1.522 0.434 0.418 1.36 1.35 1.13
H 1.313 0.742 0.626 0.43 -1.12 -0.88
H 2.163 -0.802 -0.128 -0.52 0.35 -0.40
H 1.410 -0.773 1.476 -0.20 0.24 -1.37
H -0.814 1.516 -1.404 -0.56 -0.31 -1.57

=====

Record 4
62
Properties=species:S:1:pos:R:3:forces:R:3 method="wB97M-V/def2-TZVPD" largest_force_ev_per_a=5.25 total_energy_ev=-176580.6774 multiplicity=1 homo_lumo_gap_ev=9.12
C 0.831 -4.907 -1.441 1.80 -1.35 1.14
C -0.424 -4.266 -1.642 -3.18 -0.10 -2.58
O -0.483 -3.013 -1.049 1.15 0.27 1.14
C -1.386 -2.075 -1.218 -1.10 -0.60 0.01
O -2.207 -2.094 -2.122 -0.95 0.27 3.10
O -1.146 -1.181 -0.258 -1.67 1.20 -0.05
C -2.249 -0.303 0.260 -1.57 -2.05 0.18
H 1.678 -4.320 -1.795 0.00 0.07 0.35
H 0.798 -5.826 -2.026 0.17 -0.19 0.17
H 0.849 -5.155 -0.379 1.01 -0.13 0.06
H -1.264 -4.881 -1.318 -0.07 -0.03 0.63
H -0.576 -4.325 -2.719 -0.33 1.25 -0.43
H -2.781 -0.922 0.983 -0.28 -0.30 -0.85
H -2.998 -0.018 -0.479 0.85 0.48 -0.42
H -1.891 0.426 0.986 0.11 -0.01 -1.33
C 0.111 4.466 0.156 -1.28 1.64 0.29
C 0.742 3.829 1.423 0.73 0.59 -2.05
O 0.148 4.000 2.712 -0.20 1.08 0.40
C -1.146 3.683 2.960 0.08 -1.50 -1.88
O -1.882 3.204 2.105 0.69 1.62 2.14
O -1.436 3.736 4.265 -0.02 1.18 0.28
C -0.607 4.440 5.242 0.29 -0.05 0.26
H -0.299 5.456 0.351 0.55 0.39 0.13
H -0.688 3.900 -0.323 -0.21 2.12 1.40
H 0.697 4.450 -0.763 1.16 0.41 0.64
H 1.740 4.268 1.431 -0.09 0.43 0.91
H 0.995 2.785 1.242 -0.55 0.94 0.19
H -0.186 5.409 4.973 -0.11 -0.23 -0.97
H 0.213 3.806 5.580 -0.05 -0.15 -0.26
H -1.195 4.699 6.122 -0.56 -0.58 -0.28
C 1.368 -1.526 -3.701 -0.67 -1.42 -4.36
O 1.123 -1.312 -2.568 0.19 -0.49 1.18
N 0.429 -1.810 -4.650 -1.16 0.03 -0.81
C 0.768 -1.823 -6.100 -0.77 0.14 0.80
C -1.051 -1.779 -4.262 2.62 0.30 -0.43
H 2.347 -1.627 -4.194 0.54 0.34 0.55
H 0.029 -1.151 -6.535 0.45 0.30 -0.42
H 0.635 -2.768 -6.626 -0.20 -0.42 0.53
H 1.799 -1.540 -6.311 -0.11 0.41 0.28
H -1.546 -0.839 -4.506 0.18 0.08 -0.56
H -1.572 -2.632 -4.696 0.10 0.08 0.09
H -1.073 -1.796 -3.173 0.53 -0.22 -1.87
C -0.439 -1.370 2.532 -3.41 2.03 0.50
O -1.708 -1.265 2.401 4.75 -1.24 1.87
N 0.342 -0.276 2.858 -0.44 -0.93 0.66
C 1.721 -0.468 3.200 0.64 0.86 -0.53
C -0.154 1.090 2.960 -1.60 -0.64 -0.02
H 0.134 -2.294 2.358 -0.23 0.20 0.14
H 2.182 -1.169 2.505 -0.13 -0.62 1.13
H 1.875 -0.555 4.276 0.20 -0.46 -0.06
H 2.233 0.433 2.864 0.20 0.33 0.34
H 0.463 1.876 2.525 0.50 -0.97 1.19
H -1.007 1.192 2.289 -0.24 -0.29 0.68
H -0.486 1.362 3.962 0.13 -0.13 0.11
Br 2.191 -1.669 0.257 -0.14 0.99 -1.21
C 1.402 -0.001 -0.596 -0.86 0.91 0.89
C 0.628 0.808 0.467 0.31 -1.58 -2.14
Br -0.655 2.064 -0.399 0.96 -4.76 -1.39
H 0.671 -0.334 -1.333 0.45 0.26 1.24
H 2.186 0.487 -1.175 0.20 0.03 0.57
H 1.220 1.366 1.193 0.03 -0.78 -0.86
H -0.016 0.053 0.919 0.58 0.97 -0.39